The following is a quantum chemistry calculation of a 2-piece molecular cluster, C4H6N2O2 overall in a non-equilibrium geometry, from the Open Molecules 2025 dataset.

Computed properties:
- strongest force on any atom (eV Å⁻¹) = 4.1
- energy relative to the best compared isomer or geometry (same formula, charge and spin) (kJ/mol) = 667.1
- total energy (eV) = -11314.1280

Last columns: bonded neighbours and bond lengths (Å).
Element x y z (Å)
1 C -2.6492 1.0028 0.0970  C2 1.360, N5 1.423, H9 1.100
2 C -1.5036 1.0641 -0.6324  C1 1.360, N6 1.379, H10 1.054
3 C -1.6672 -0.9239 0.3746  N5 1.274, N6 1.416, H11 1.017
4 C 3.1849 -0.3923 0.1980  O7 1.296, H12 1.163, H13 1.066, H14 1.076
5 N -2.7582 -0.3151 0.6234  C1 1.423, C3 1.274
6 N -0.8094 -0.1047 -0.3984  C2 1.379, C3 1.416, O8 1.240
7 O 2.0265 -0.0966 0.6987  C4 1.296
8 O 0.2669 -0.4166 -0.9301  N6 1.240
9 H -3.5745 1.5757 0.2598  C1 1.100
10 H -1.2823 1.8423 -1.3078  C2 1.054
11 H -1.5688 -1.8437 0.7967  C3 1.017
12 H 3.4253 0.3095 -0.6979  C4 1.163
13 H 3.0497 -1.4030 -0.1120  C4 1.066
14 H 3.8600 -0.2985 1.0302  C4 1.076